DFT (the ωB97M-V functional and the def2-TZVPD basis) results for C39H29ILuN2O2P as an isolated structure in a non-equilibrium geometry.

Each line ends with the Löwdin charge.
Element x y z (Å)
Lu: -0.1968 0.5549 -0.4376  1.3685
C: -3.6270 0.0144 -0.4318  -0.0354
O: -2.5112 0.8937 -0.6721  -0.2864
C: -2.8582 2.2347 -0.9556  -0.2032
C: -4.1639 2.6404 -1.1524  -0.0095
C: -4.4447 3.9803 -1.3747  -0.0417
C: -3.4219 4.9134 -1.3986  -0.0473
C: -2.1129 4.5041 -1.2252  0.0034
C: -1.8089 3.1610 -1.0114  -0.1892
N: -0.4794 2.6916 -0.8078  -0.1148
N: 0.4187 3.6238 -0.8348  0.1110
C: 1.7141 3.4354 -0.5906  -0.1290
C: 2.3280 2.1722 -0.2859  -0.2767
O: 1.6572 1.0475 -0.3609  -0.2824
C: 3.6733 2.1436 0.1121  0.0148
C: 4.4222 3.2862 0.1597  0.0453
C: 3.8987 4.5443 -0.2234  -0.1603
C: 4.7134 5.6933 -0.2411  -0.0063
C: 4.2063 6.8973 -0.6538  -0.0464
C: 2.8653 6.9847 -1.0460  -0.0334
C: 2.0453 5.8783 -1.0179  -0.0109
C: 2.5433 4.6345 -0.6135  -0.0846
H: -4.2932 0.4496 0.3101  0.1149
H: -3.2230 -0.9174 -0.0512  0.0700
H: -4.1642 -0.1770 -1.3591  0.1114
H: -4.9788 1.9322 -1.1405  0.1151
H: -5.4697 4.2881 -1.5275  0.1217
H: -3.6390 5.9609 -1.5534  0.1201
H: -1.3049 5.2168 -1.2550  0.1027
H: 4.0950 1.1792 0.3639  0.1232
H: 5.4543 3.2312 0.4851  0.1357
H: 5.7471 5.6114 0.0709  0.1247
H: 4.8349 7.7765 -0.6806  0.1180
H: 2.4697 7.9343 -1.3810  0.1184
H: 1.0135 5.9617 -1.3230  0.1002
I: -0.5753 0.4610 2.5053  1.0596
C: -0.3229 -1.4552 3.5415  -0.4846
C: -0.2851 -1.2113 4.8827  -0.1653
C: -0.2078 -2.2737 5.7936  -0.0401
C: -0.1817 -3.5466 5.3130  -0.0013
C: -0.1963 -3.8086 3.9237  -0.1391
C: -0.1312 -5.1579 3.5111  0.0063
C: -0.0920 -5.4940 2.1918  -0.0282
C: -0.1196 -4.4719 1.2398  -0.0854
C: -0.2145 -3.1369 1.5800  -0.2868
P: -0.1939 -2.0844 0.0797  0.9469
C: 1.3054 -2.6225 -0.8185  -0.3801
C: 2.5140 -2.0996 -0.3469  -0.1101
C: 3.7041 -2.4379 -0.9683  -0.0566
C: 3.6935 -3.2882 -2.0656  -0.0481
C: 2.4970 -3.8118 -2.5332  -0.0492
C: 1.3001 -3.4806 -1.9154  -0.0846
C: -1.5890 -2.6547 -0.9431  -0.4105
C: -1.6358 -2.1313 -2.2410  -0.1441
C: -2.7140 -2.4008 -3.0669  -0.0556
C: -3.7661 -3.1738 -2.5898  -0.0490
C: -3.7419 -3.6645 -1.2926  -0.0433
C: -2.6550 -3.4091 -0.4651  -0.0815
C: -0.2573 -2.7451 2.9545  -0.1754
H: -0.3246 -0.1973 5.2582  0.0875
H: -0.1802 -2.0676 6.8539  0.1250
H: -0.1421 -4.3878 5.9926  0.1298
H: -0.0998 -5.9237 4.2754  0.1305
H: -0.0290 -6.5268 1.8782  0.1240
H: -0.0568 -4.7452 0.1938  0.1111
H: 2.5194 -1.4594 0.5275  0.0991
H: 4.6421 -2.0385 -0.6055  0.1148
H: 4.6231 -3.5491 -2.5537  0.1186
H: 2.4937 -4.4828 -3.3819  0.1183
H: 0.3715 -3.8938 -2.2896  0.1082
H: -0.8000 -1.5428 -2.6211  0.1031
H: -2.7354 -2.0231 -4.0808  0.1204
H: -4.6037 -3.3968 -3.2372  0.1201
H: -4.5730 -4.2498 -0.9220  0.1208
H: -2.6422 -3.7924 0.5467  0.1131

## Properties
Kohn-Sham gap (eV): 6.16
Total charge: +2
2S+1: 1
DFT total energy (eV): -98986.8531
ΔE to the lowest compared entry with this formula, charge and spin (kcal per mole): 0.00
LUMO level (eV): -6.711

---

DFT (the ωB97M-V functional and the def2-TZVPD basis) results for one molecule with the formula C9H11N3O2 in a non-equilibrium geometry.

Each line ends with the Löwdin charge.
Element x y z (Å)
C: -0.4850 -2.8610 -0.3878  0.0050
C: 0.0795 -1.4889 -0.7195  -0.2990
O: -0.1973 -1.1098 -2.0409  -0.0442
C: 0.7620 -0.5172 -0.0509  -0.1510
C: 1.1442 -0.7049 1.3437  -0.0218
C: 1.7843 0.3145 1.9707  -0.1167
N: 2.2995 1.4706 1.3504  0.0896
C: 1.9970 1.7320 0.1437  -0.1036
C: 1.0047 0.9062 -0.6328  -0.1279
C: -0.3535 1.7098 -0.6654  -0.3143
N: -1.3352 1.1401 -1.4916  0.0517
N: -2.2776 0.6457 -0.8872  0.0690
C: -2.1562 1.0074 0.5488  -0.1719
O: -0.9664 1.7990 0.6222  -0.0999
H: -1.1752 -3.0900 -1.1260  0.0539
H: 0.5105 -3.4715 -0.2828  0.1403
H: -0.9852 -2.7501 0.5248  0.0532
H: -1.1511 -1.0673 -2.2698  0.1048
H: 0.8322 -1.6430 1.8296  0.1165
H: 2.0165 0.1621 2.9428  0.0593
H: 2.4032 2.5177 -0.2942  0.0694
H: 1.3970 0.6067 -1.7096  0.1862
H: -0.1603 2.8403 -0.7857  0.1827
H: -3.0309 1.7178 0.8788  0.1550
H: -1.9567 0.1339 1.1885  0.1139

## Properties
Kohn-Sham gap (eV): 8.21
2S+1: 1
DFT total energy (eV): -18072.1268
ΔE to the lowest compared entry with this formula, charge and spin (kcal per mole): 83.26
LUMO level (eV): 0.284

---

DFT (the ωB97M-V functional and the def2-TZVPD basis) results for an isolated ion of composition C23H25F9N4S3 and charge +2 in a non-equilibrium geometry.

Each line ends with the Löwdin charge.
Element x y z (Å)
F: -1.4044 -5.0945 1.8144  0.0341
C: -1.7305 -3.8404 1.1535  -0.2944
F: -1.6900 -2.8622 2.1838  0.0581
C: -0.5183 -3.6424 0.0821  -0.0847
C: 0.1837 -5.0229 -0.3460  -0.1599
C: 0.8374 -4.9206 -1.8437  -0.1477
C: 2.4142 -4.5484 -1.8080  -0.1079
N: 2.4757 -3.1167 -1.2908  -0.0796
C: 2.9076 -2.9349 0.0693  0.0496
C: 2.9505 -1.4938 0.6944  0.0833
C: 2.5054 -0.3170 -0.2480  -0.0825
C: 2.4838 1.1520 0.3552  -0.0762
C: 3.0332 1.5293 1.7895  0.0811
C: 2.8747 3.0111 2.2120  0.0563
N: 2.2606 3.9784 1.3335  -0.0897
C: 2.1083 5.3779 1.8475  -0.1390
C: 0.5924 5.8141 2.1580  -0.2062
C: -0.3527 4.6380 2.7152  -0.4385
S: -1.9670 4.6023 1.7362  0.8655
C: -1.8071 3.2140 0.4886  -0.9532
S: -1.2522 1.6897 0.9240  0.6442
N: -2.1304 3.4071 -0.9487  -0.1788
C: -3.0000 2.5809 -1.8055  -0.0394
C: -2.9841 3.2478 -3.2135  -0.0849
N: -2.1314 4.4371 -3.2046  0.0341
C: -1.6531 4.4600 -1.8617  -0.1463
C: 1.7782 3.7119 0.0000  0.0575
C: 1.8657 2.2738 -0.5650  0.0524
C: 2.0869 -0.5730 -1.7233  0.0810
C: 2.0954 -2.0658 -2.2034  0.0635
C: -3.1603 -4.0761 0.4801  -0.3036
F: -2.9937 -4.8650 -0.6988  0.0648
F: -3.9568 -4.8678 1.3737  0.0703
S: -4.1574 -2.5537 0.0632  1.0039
F: -5.5719 -3.4894 0.1546  -0.1685
F: -4.4236 -2.1347 1.6521  -0.1471
F: -2.8231 -1.5668 -0.1096  -0.1956
F: -4.0869 -3.0000 -1.5772  -0.1892
F: -5.1043 -1.2508 -0.3844  -0.1595
H: -0.8543 -3.0408 -0.8331  0.1204
H: 0.2387 -2.9621 0.6393  0.1157
H: -0.6340 -5.8367 -0.4470  0.1303
H: 0.9939 -5.3786 0.3887  0.1244
H: 0.2225 -4.1959 -2.4780  0.1156
H: 0.7313 -5.9806 -2.2932  0.1370
H: 3.0382 -5.2497 -1.1610  0.1460
H: 2.7742 -4.5450 -2.9063  0.1492
H: 3.1920 -3.8147 0.7427  0.1574
H: 3.2539 -1.2987 1.7836  0.1171
H: 3.5068 0.7383 2.4794  0.1200
H: 3.2437 3.3146 3.2628  0.1636
H: 2.8164 5.6118 2.7328  0.1527
H: 2.4783 6.0721 0.9950  0.1523
H: 0.6487 6.6114 2.9981  0.1353
H: 0.0901 6.3490 1.2719  0.1064
H: 0.0758 3.5823 2.6223  0.0397
H: -0.6446 4.7676 3.8271  0.1069
H: -3.5919 1.6477 -1.5075  0.1134
H: -3.5165 2.9224 -4.1776  0.1134
H: -0.9407 5.1868 -1.3522  0.1047
H: 1.3053 4.5439 -0.6436  0.1546
H: 1.4772 2.0988 -1.6199  0.1133
H: 1.7548 0.2189 -2.4736  0.1170
H: 1.7854 -2.2512 -3.2998  0.1660

## Properties
Kohn-Sham gap (eV): 4.55
Total charge: +2
2S+1: 1
DFT total energy (eV): -87150.1808
LUMO level (eV): -8.362

---

DFT (the ωB97M-V functional and the def2-TZVPD basis) results for one molecule with the formula C9H12N2OS in a non-equilibrium geometry.

Each line ends with the Löwdin charge.
Element x y z (Å)
C: -1.8505 1.1711 -1.2210  0.0170
C: -1.5968 1.4687 -2.4678  -0.2256
C: 1.7524 -1.1518 3.2225  -0.5134
C: 1.1997 0.2957 0.2123  -0.3462
C: -0.1467 -0.1352 2.3166  0.0504
C: -1.0026 0.2061 -1.8860  -0.5384
C: 0.7482 -0.7762 1.2316  -0.5804
C: -1.6530 2.3808 -3.6085  -0.0355
C: 0.0535 -1.9902 0.5225  -0.0368
N: 0.4907 -0.4109 3.4221  0.1138
N: 1.9246 -1.2190 1.9143  0.1423
O: 2.4362 -1.6241 4.0742  0.1061
S: 0.7889 -0.0244 -1.6328  0.8575
H: -2.2946 1.4512 -0.3900  0.0583
H: 0.7678 1.2476 0.5383  0.0697
H: 2.2397 0.4397 0.3579  0.0599
H: -1.4403 -0.6855 -2.1607  0.0458
H: -2.0223 3.3098 -3.1204  0.0972
H: -2.3642 1.8895 -4.3076  0.1007
H: -0.7316 2.6157 -4.0848  0.0682
H: 0.0220 -2.6504 1.4843  0.1268
H: 0.7361 -2.2906 -0.2666  0.0508
H: -0.8740 -1.6588 0.0879  0.0580
H: 0.2860 -0.1569 4.3682  0.1350
H: 2.5308 -1.7019 1.3936  0.1189

## Properties
Kohn-Sham gap (eV): 9.30
2S+1: 1
DFT total energy (eV): -25385.7658
ΔE to the lowest compared entry with this formula, charge and spin (kcal per mole): 115.15
LUMO level (eV): 0.674